Entry 1:
ORCA calculation (the ωB97M-V functional and the def2-TZVPD basis) on C26H15AsF6N4O4S5W as an isolated structure.

Positions of all 62 atoms, in Å:
W (0.907, -0.306, -1.264)
O (1.674, -1.697, 3.737)
C (1.656, -0.990, 2.614)
O (0.941, -0.047, 2.426)
C (2.673, -1.423, 1.616)
C (3.672, -2.314, 1.973)
C (4.703, -2.585, 1.088)
C (4.736, -1.886, -0.101)
C (3.697, -1.026, -0.394)
N (2.615, -0.824, 0.398)
C (3.610, -0.305, -1.680)
O (4.370, -0.447, -2.599)
O (2.549, 0.491, -1.743)
H (1.046, -1.341, 4.382)
H (3.640, -2.775, 2.949)
H (5.470, -3.308, 1.326)
H (5.531, -2.002, -0.823)
H (4.554, -1.159, -4.342)
S (-3.219, 1.257, -7.400)
C (-2.542, 1.305, -5.924)
S (-0.935, 1.935, -5.635)
C (-0.894, 1.563, -3.964)
C (-2.092, 1.047, -3.380)
S (-2.224, 0.794, -1.747)
S (-3.374, 0.725, -4.500)
S (0.543, 1.758, -3.097)
N (-6.006, 1.983, 6.141)
C (-5.272, 1.826, 5.272)
C (-4.342, 1.603, 4.211)
C (-4.724, 0.871, 3.086)
C (-3.797, 0.595, 2.100)
C (-2.483, 1.054, 2.217)
C (-2.122, 1.829, 3.322)
C (-3.040, 2.093, 4.319)
C (-1.460, 0.662, 1.235)
C (-0.628, 1.643, 0.672)
C (-0.729, 3.032, 0.863)
C (0.391, 3.607, 0.282)
C (1.129, 2.567, -0.262)
N (0.522, 1.365, -0.077)
C (-1.282, -0.711, 1.002)
C (-1.877, -1.789, 1.685)
C (-1.321, -2.953, 1.176)
C (-0.409, -2.565, 0.203)
N (-0.359, -1.214, 0.088)
H (-5.740, 0.513, 3.002)
H (-4.086, 0.031, 1.224)
H (-1.100, 2.168, 3.412)
H (-2.753, 2.666, 5.190)
H (-1.531, 3.537, 1.372)
H (0.648, 4.651, 0.256)
H (2.079, 2.636, -0.770)
H (-2.600, -1.696, 2.476)
H (-1.546, -3.964, 1.470)
H (0.202, -3.200, -0.421)
F (1.710, -2.005, -1.640)
As (1.704, -0.911, -4.247)
F (1.653, -2.566, -4.730)
F (-0.323, -1.102, -2.410)
F (0.033, -0.811, -4.811)
F (2.076, -0.268, -5.832)
F (4.075, -1.620, -4.991)

Properties
Calculated total energy in eV: -174498.1575
Multiplicity: 2
Relative energy (zero: lowest compared OMol25 entry of this formula, charge and spin) in kcal per mole: 22.7
Highest occupied orbital energy (alpha / beta) in Eh: -0.409 / -0.408
Net charge: +1
Max |F| in Eh/bohr: 0.0813
Orbital gap (alpha / beta) in eV: 5.19 / 5.20

Results of the Mulliken charge analysis, in e, for atoms 1 through 8: number 1, W, carries 0.15; number 2, O, carries -0.49; number 3, C, carries -0.05; number 4, O, carries -0.38; number 5, C, carries 0.67; number 6, C, carries -0.68; number 7, C, carries -0.58; number 8, C, carries -0.92

Entry 2:
ORCA calculation (the ωB97M-V functional and the def2-TZVPD basis) on C26H15Cl2N4O5S3Tl as an isolated structure.

Positions of all 56 atoms, in Å:
Tl (0.090, 0.261, -0.390)
O (2.358, 2.635, 2.731)
C (1.623, 2.214, 1.844)
O (1.871, 1.412, 0.904)
C (0.163, 2.777, 1.879)
C (-0.114, 3.890, 2.708)
C (-1.371, 4.414, 2.715)
C (-2.384, 3.832, 1.917)
C (-3.708, 4.318, 1.854)
C (-4.637, 3.695, 1.068)
C (-4.294, 2.553, 0.319)
C (-3.018, 2.064, 0.356)
C (-2.031, 2.698, 1.145)
N (-0.759, 2.215, 1.140)
H (0.690, 4.288, 3.310)
H (-1.612, 5.275, 3.328)
H (-3.978, 5.187, 2.441)
H (-5.650, 4.074, 1.020)
H (-5.044, 2.062, -0.287)
H (-2.741, 1.184, -0.212)
Cl (-2.587, -1.570, -1.430)
C (-3.417, -2.126, -0.010)
C (-4.712, -2.580, -0.194)
C (-5.441, -3.060, 0.878)
C (-4.852, -3.118, 2.130)
C (-3.557, -2.669, 2.300)
Cl (-2.850, -2.773, 3.873)
C (-2.792, -2.124, 1.252)
S (-1.198, -1.525, 1.614)
H (-5.140, -2.553, -1.186)
H (-6.461, -3.389, 0.736)
H (-5.391, -3.509, 2.981)
O (6.335, -6.020, -6.120)
S (6.585, -5.819, -4.703)
O (6.813, -4.443, -4.316)
O (7.470, -6.786, -4.082)
C (4.937, -6.231, -3.985)
N (4.460, -7.463, -4.142)
C (3.240, -7.678, -3.672)
C (2.490, -6.695, -3.039)
C (3.092, -5.453, -2.886)
N (4.314, -5.237, -3.377)
C (2.477, -4.296, -2.191)
C (3.137, -3.066, -2.221)
C (2.574, -1.993, -1.557)
N (1.417, -2.073, -0.897)
C (0.794, -3.246, -0.856)
C (1.285, -4.381, -1.478)
H (2.851, -8.682, -3.802)
H (1.490, -6.905, -2.684)
H (4.077, -2.991, -2.750)
H (3.067, -1.027, -1.538)
H (-0.128, -3.278, -0.290)
H (0.746, -5.315, -1.392)
S (1.430, 2.628, -2.976)
C (0.362, 1.547, -2.845)

Properties
Calculated total energy in eV: -105647.6141
Multiplicity: 2
Relative energy (zero: lowest compared OMol25 entry of this formula, charge and spin) in kcal per mole: 18.9
Highest occupied orbital energy (alpha / beta) in Eh: -0.199 / -0.199
Net charge: -1
Max |F| in Eh/bohr: 0.0255
Orbital gap (alpha / beta) in eV: 5.87 / 3.95

Results of the Mulliken charge analysis, in e, for atoms 1 through 8: number 1, Tl, carries 0.82; number 2, O, carries -0.70; number 3, C, carries 0.39; number 4, O, carries -0.66; number 5, C, carries 0.47; number 6, C, carries -0.68; number 7, C, carries -0.63; number 8, C, carries 1.19

Entry 3:
ORCA calculation (the ωB97M-V functional and the def2-TZVPD basis) on C26H18Cl5N2O2S5SbTc as an isolated structure.

Positions of all 60 atoms, in Å:
Tc (-0.045, -0.469, 0.234)
S (-1.236, 1.654, 0.483)
C (0.410, 2.199, 0.604)
C (0.906, 3.493, 0.711)
C (2.271, 3.643, 0.829)
C (3.111, 2.525, 0.832)
C (2.560, 1.275, 0.699)
N (1.225, 1.140, 0.584)
H (0.228, 4.334, 0.715)
H (2.696, 4.634, 0.927)
H (4.181, 2.622, 0.939)
H (3.160, 0.375, 0.688)
Cl (-1.993, -1.926, -0.289)
C (-2.359, -1.469, 1.392)
C (-1.379, -0.644, 1.868)
C (-1.490, -0.181, 3.164)
Cl (-0.278, 0.864, 3.800)
C (-2.589, -0.574, 3.934)
Cl (-2.747, 0.004, 5.536)
C (-3.565, -1.437, 3.411)
Cl (-4.898, -1.925, 4.363)
C (-3.455, -1.906, 2.100)
Cl (-4.591, -2.956, 1.376)
S (2.201, -4.879, 0.498)
Sb (2.856, -2.806, 0.668)
S (0.946, -1.654, 1.816)
S (1.375, -1.783, -1.257)
S (4.737, -1.687, 0.831)
C (-5.283, 4.212, -3.546)
C (-4.024, 3.751, -4.236)
C (-3.977, 3.692, -5.623)
C (-2.838, 3.256, -6.277)
C (-1.727, 2.863, -5.551)
C (-1.760, 2.937, -4.166)
N (-0.663, 2.468, -3.379)
C (0.654, 2.481, -3.713)
C (1.166, 3.465, -4.585)
C (2.496, 3.503, -4.908)
C (3.414, 2.564, -4.402)
C (2.956, 1.598, -3.560)
C (1.585, 1.538, -3.192)
C (1.187, 0.504, -2.299)
O (2.069, -0.469, -2.073)
O (0.075, 0.464, -1.698)
C (-2.896, 3.386, -3.490)
C (-2.908, 3.471, -1.985)
H (-6.092, 4.331, -4.264)
H (-5.139, 5.174, -3.048)
H (-5.611, 3.502, -2.786)
H (-4.850, 3.982, -6.195)
H (-2.819, 3.199, -7.357)
H (-0.859, 2.467, -6.059)
H (-0.909, 1.951, -2.549)
H (0.493, 4.218, -4.966)
H (2.851, 4.293, -5.558)
H (4.461, 2.616, -4.666)
H (3.638, 0.869, -3.145)
H (-1.924, 3.725, -1.592)
H (-3.214, 2.525, -1.523)
H (-3.605, 4.230, -1.637)

Properties
Calculated total energy in eV: -159848.0923
Highest occupied orbital energy (alpha / beta) in Eh: -0.389 / -0.389
Net charge: +1
Max |F| in Eh/bohr: 0.0136
Orbital gap (alpha / beta) in eV: 4.38 / 4.40

Results of the Mulliken charge analysis, in e, for atoms 1 through 8: number 1, Tc, carries -0.77; number 2, S, carries -0.15; number 3, C, carries 0.52; number 4, C, carries -0.88; number 5, C, carries -0.36; number 6, C, carries -0.86; number 7, C, carries 0.09; number 8, N, carries 1.00

Repeat the first record exactly.
ORCA calculation (the ωB97M-V functional and the def2-TZVPD basis) on C26H15AsF6N4O4S5W as an isolated structure.

Positions of all 62 atoms, in Å:
W (0.907, -0.306, -1.264)
O (1.674, -1.697, 3.737)
C (1.656, -0.990, 2.614)
O (0.941, -0.047, 2.426)
C (2.673, -1.423, 1.616)
C (3.672, -2.314, 1.973)
C (4.703, -2.585, 1.088)
C (4.736, -1.886, -0.101)
C (3.697, -1.026, -0.394)
N (2.615, -0.824, 0.398)
C (3.610, -0.305, -1.680)
O (4.370, -0.447, -2.599)
O (2.549, 0.491, -1.743)
H (1.046, -1.341, 4.382)
H (3.640, -2.775, 2.949)
H (5.470, -3.308, 1.326)
H (5.531, -2.002, -0.823)
H (4.554, -1.159, -4.342)
S (-3.219, 1.257, -7.400)
C (-2.542, 1.305, -5.924)
S (-0.935, 1.935, -5.635)
C (-0.894, 1.563, -3.964)
C (-2.092, 1.047, -3.380)
S (-2.224, 0.794, -1.747)
S (-3.374, 0.725, -4.500)
S (0.543, 1.758, -3.097)
N (-6.006, 1.983, 6.141)
C (-5.272, 1.826, 5.272)
C (-4.342, 1.603, 4.211)
C (-4.724, 0.871, 3.086)
C (-3.797, 0.595, 2.100)
C (-2.483, 1.054, 2.217)
C (-2.122, 1.829, 3.322)
C (-3.040, 2.093, 4.319)
C (-1.460, 0.662, 1.235)
C (-0.628, 1.643, 0.672)
C (-0.729, 3.032, 0.863)
C (0.391, 3.607, 0.282)
C (1.129, 2.567, -0.262)
N (0.522, 1.365, -0.077)
C (-1.282, -0.711, 1.002)
C (-1.877, -1.789, 1.685)
C (-1.321, -2.953, 1.176)
C (-0.409, -2.565, 0.203)
N (-0.359, -1.214, 0.088)
H (-5.740, 0.513, 3.002)
H (-4.086, 0.031, 1.224)
H (-1.100, 2.168, 3.412)
H (-2.753, 2.666, 5.190)
H (-1.531, 3.537, 1.372)
H (0.648, 4.651, 0.256)
H (2.079, 2.636, -0.770)
H (-2.600, -1.696, 2.476)
H (-1.546, -3.964, 1.470)
H (0.202, -3.200, -0.421)
F (1.710, -2.005, -1.640)
As (1.704, -0.911, -4.247)
F (1.653, -2.566, -4.730)
F (-0.323, -1.102, -2.410)
F (0.033, -0.811, -4.811)
F (2.076, -0.268, -5.832)
F (4.075, -1.620, -4.991)

Properties
Calculated total energy in eV: -174498.1575
Multiplicity: 2
Relative energy (zero: lowest compared OMol25 entry of this formula, charge and spin) in kcal per mole: 22.7
Highest occupied orbital energy (alpha / beta) in Eh: -0.409 / -0.408
Net charge: +1
Max |F| in Eh/bohr: 0.0813
Orbital gap (alpha / beta) in eV: 5.19 / 5.20

Results of the Mulliken charge analysis, in e, for atoms 1 through 8: number 1, W, carries 0.15; number 2, O, carries -0.49; number 3, C, carries -0.05; number 4, O, carries -0.38; number 5, C, carries 0.67; number 6, C, carries -0.68; number 7, C, carries -0.58; number 8, C, carries -0.92

Look up the net charge of the first one. +1